Record 1
{"formula": "FHN2O3", "method": "ωB97M-V with the def2-TZVPD basis set", "charge": 0, "multiplicity": 1, "gap_ev": [7.48, 7.48], "e_above_lowest_kj_mol": 335.53, "symbols": ["N", "N", "O", "O", "O", "F", "H"], "positions_angstrom": [[0.18, -0.73, 0.71], [-0.76, 0.17, 0.08], [-0.46, 0.37, -1.10], [-1.67, 0.52, 0.76], [0.97, -1.11, -0.15], [1.15, 1.38, 0.66], [0.60, -0.61, -0.96]], "lowdin_charge": [0.2135, -0.4011, 0.0926, 0.1953, 0.1579, -0.3567, 0.0985]}

Record 2
{"formula": "C4H6HgO3", "method": "ωB97M-V with the def2-TZVPD basis set", "charge": 1, "multiplicity": 2, "gap_ev": [10.22, 6.89], "e_above_lowest_kj_mol": 0.00, "symbols": ["H", "O", "C", "O", "Hg", "O", "C", "H", "H", "H", "C", "C", "H", "H"], "positions_angstrom": [[-1.08, -1.73, 1.15], [-0.83, -0.21, -0.32], [0.20, 0.43, 0.23], [1.30, -0.06, 0.37], [2.19, -1.83, -0.50], [-0.14, 1.65, 0.53], [0.86, 2.67, 0.39], [1.60, 2.57, 1.19], [1.34, 2.58, -0.59], [0.32, 3.62, 0.47], [-1.03, -1.52, 0.06], [-1.48, -2.46, -0.76], [-1.58, -2.27, -1.83], [-1.68, -3.46, -0.38]], "lowdin_charge": [0.1495, 0.0765, -0.5983, -0.1245, 1.0447, 0.0625, 0.0179, 0.1096, 0.1130, 0.1133, -0.2217, 0.0800, 0.0902, 0.0872]}

Record 3
{"formula": "C5H8N2", "method": "ωB97M-V with the def2-TZVPD basis set", "charge": 0, "multiplicity": 1, "gap_ev": 8.50, "e_above_lowest_kj_mol": 9.64, "symbols": ["C", "C", "C", "N", "C", "N", "C", "H", "H", "H", "H", "H", "H", "H", "H"], "positions_angstrom": [[-2.40, -0.19, -0.05], [-0.93, 0.08, 0.00], [-0.32, 1.26, -0.35], [1.04, 1.10, -0.24], [1.32, -0.17, 0.17], [2.66, -0.55, 0.40], [0.12, -0.83, 0.34], [-2.63, -0.97, -0.79], [-2.79, -0.53, 0.92], [-2.95, 0.71, -0.34], [-0.75, 2.21, -0.66], [1.74, 1.80, -0.40], [2.70, -1.47, 0.82], [3.19, -0.58, -0.47], [0.01, -1.86, 0.66]], "lowdin_charge": [-0.0679, -0.3080, -0.1007, 0.0587, -0.3901, 0.0828, -0.0175, 0.0741, 0.0731, 0.0714, 0.1119, 0.1478, 0.0802, 0.0812, 0.1030]}

Record 4
{"formula": "C2H4F2S", "method": "ωB97M-V with the def2-TZVPD basis set", "charge": 0, "multiplicity": 1, "gap_ev": 8.63, "e_above_lowest_kj_mol": 372.22, "symbols": ["C", "C", "F", "F", "S", "H", "H", "H", "H"], "positions_angstrom": [[-1.02, 0.67, 1.33], [0.75, -0.05, -1.77], [0.97, 0.20, -0.44], [1.91, -0.02, -2.48], [-1.79, -0.56, 0.62], [-0.16, 0.40, 1.78], [0.37, -1.08, -2.06], [0.06, 0.72, -2.05], [-2.86, 0.17, 0.08]], "lowdin_charge": [-0.4464, -0.2814, -0.0277, 0.0117, 0.7004, -0.1186, 0.1403, 0.1169, -0.0951]}

Record 5
{"formula": "C33H37NO17PS", "method": "ωB97M-V with the def2-TZVPD basis set", "charge": 1, "multiplicity": 1, "gap_ev": 6.25, "symbols": ["C", "C", "O", "P", "O", "C", "C", "C", "C", "C", "C", "O", "O", "C", "C", "C", "C", "C", "S", "N", "O", "C", "C", "H", "H", "H", "H", "H", "H", "H", "H", "H", "H", "H", "H", "H", "H", "H", "H", "H", "H", "H", "H", "H", "H", "H", "H", "H", "C", "C", "C", "O", "C", "C", "C", "O", "O", "O", "H", "H", "H", "H", "C", "C", "C", "O", "C", "C", "C", "O", "O", "O", "H", "H", "H", "H", "C", "C", "C", "O", "C", "C", "C", "O", "O", "O", "H", "H", "H", "H"], "positions_angstrom": [[-1.55, 3.95, -1.16], [-1.33, 2.78, -0.14], [-1.74, 1.53, -0.77], [-0.55, 0.75, -1.52], [-1.05, -0.58, -1.85], [-0.01, 1.52, -3.09], [1.19, 2.49, -2.98], [2.46, 1.85, -2.43], [2.67, 0.51, -2.64], [3.81, -0.09, -2.09], [4.03, -1.58, -2.28], [4.55, -2.19, -1.38], [3.62, -2.20, -3.43], [4.69, 0.71, -1.35], [4.42, 2.03, -1.19], [5.31, 2.95, -0.36], [4.54, 3.34, 0.96], [4.96, 2.48, 2.19], [3.56, 1.33, 2.61], [3.32, 2.59, -1.73], [0.67, 0.59, -0.47], [0.28, -0.14, 0.74], [1.11, -1.43, 0.85], [-0.63, 4.55, -1.28], [-2.34, 4.58, -0.74], [-1.91, 3.53, -2.10], [-1.97, 2.92, 0.74], [-0.28, 2.76, 0.20], [0.18, 0.77, -3.87], [-0.86, 2.12, -3.46], [0.93, 3.42, -2.45], [1.43, 2.82, -4.01], [1.96, -0.11, -3.18], [2.83, -2.72, -3.21], [5.57, 0.27, -0.89], [5.47, 3.89, -0.92], [6.23, 2.42, -0.10], [4.74, 4.40, 1.19], [3.46, 3.20, 0.84], [5.14, 3.11, 3.06], [5.83, 1.86, 1.98], [3.99, 0.15, 2.10], [3.09, 3.57, -1.62], [-0.80, -0.33, 0.69], [0.56, 0.50, 1.58], [0.69, -2.00, 1.69], [1.07, -1.97, -0.10], [2.15, -1.14, 1.09], [-3.99, -4.66, -5.04], [-2.75, -4.37, -5.47], [-1.83, -3.47, -4.70], [-0.71, -3.26, -5.14], [-2.33, -2.87, -3.48], [-3.57, -3.15, -3.05], [-4.48, -4.07, -3.79], [-5.58, -4.30, -3.34], [-4.05, -2.61, -1.93], [-2.26, -4.89, -6.61], [-4.65, -5.31, -5.58], [-1.67, -2.21, -2.94], [-4.96, -2.97, -1.83], [-1.36, -4.53, -6.69], [-1.18, 2.98, 4.16], [0.05, 3.21, 3.70], [1.03, 4.05, 4.46], [2.15, 4.20, 4.00], [0.60, 4.65, 5.71], [-0.64, 4.43, 6.18], [-1.61, 3.56, 5.43], [-2.72, 3.38, 5.90], [-1.07, 4.95, 7.31], [0.50, 2.71, 2.54], [-1.90, 2.38, 3.62], [1.31, 5.26, 6.24], [-1.99, 4.64, 7.42], [1.42, 3.03, 2.47], [-2.98, -3.62, 1.12], [-2.04, -4.46, 1.56], [-2.38, -5.66, 2.38], [-1.48, -6.40, 2.73], [-3.78, -5.89, 2.71], [-4.72, -5.05, 2.27], [-4.38, -3.86, 1.43], [-5.27, -3.13, 1.03], [-6.01, -5.22, 2.55], [-0.74, -4.26, 1.28], [-2.74, -2.75, 0.53], [-4.01, -6.76, 3.32], [-6.48, -4.49, 2.12], [-0.26, -4.99, 1.70]], "lowdin_charge": [-0.0515, -0.2331, -0.1854, 0.5246, -0.2550, -0.1712, -0.1235, -0.1825, 0.0639, -0.0349, -0.4199, 0.1674, 0.1154, 0.0834, -0.1829, -0.0833, -0.2406, -0.4778, 0.7474, 0.2119, -0.2381, -0.2278, -0.0433, 0.0642, 0.0805, 0.0707, 0.1200, 0.0855, 0.1060, 0.1052, 0.1059, 0.1425, 0.1409, 0.1425, 0.1515, 0.1268, 0.1202, 0.1145, 0.0676, 0.0747, 0.0714, -0.1369, 0.1932, 0.1121, 0.0922, 0.0794, 0.0818, 0.0517, 0.0779, -0.2365, -0.3144, 0.0836, 0.0683, -0.2241, -0.3122, 0.1188, 0.1046, 0.1110, 0.1378, 0.0869, 0.1161, 0.1168, 0.0831, -0.2271, -0.3108, 0.0809, 0.0805, -0.2294, -0.3071, 0.1321, 0.1302, 0.0350, 0.1354, 0.1396, 0.1275, 0.0557, 0.0725, -0.2322, -0.3153, 0.1150, 0.0802, -0.2327, -0.3090, 0.1115, 0.1195, 0.0926, 0.1285, 0.1384, 0.1223, 0.1215]}

Record 6
{"formula": "C40H53MnN8PSe2Si", "method": "ωB97M-V with the def2-TZVPD basis set", "charge": 1, "multiplicity": 5, "gap_ev": [6.22, 7.45], "symbols": ["Mn", "C", "N", "C", "C", "N", "C", "P", "C", "N", "C", "C", "N", "C", "C", "N", "C", "C", "N", "C", "H", "H", "H", "H", "H", "H", "H", "H", "H", "H", "H", "H", "H", "H", "H", "C", "Si", "C", "C", "Se", "H", "H", "H", "H", "H", "H", "H", "H", "H", "C", "C", "C", "C", "N", "C", "Se", "N", "C", "C", "C", "C", "C", "C", "C", "C", "C", "C", "H", "H", "H", "H", "H", "H", "H", "H", "H", "H", "H", "H", "H", "H", "H", "H", "H", "H", "H", "H", "H", "H", "C", "C", "C", "C", "C", "C", "C", "C", "C", "C", "H", "H", "H", "H", "H", "H", "H"], "positions_angstrom": [[-21.57, -6.11, -0.32], [-15.96, -8.04, 0.69], [-16.93, -7.07, 0.19], [-16.66, -5.78, -0.19], [-17.86, -5.21, -0.49], [-18.88, -6.12, -0.29], [-18.29, -7.22, 0.11], [-19.14, -8.75, 0.53], [-20.16, -8.82, -0.96], [-20.97, -7.87, -1.40], [-21.48, -8.30, -2.60], [-20.96, -9.53, -2.90], [-20.14, -9.85, -1.84], [-19.39, -11.10, -1.73], [-20.27, -8.09, 1.79], [-21.05, -7.04, 1.60], [-21.68, -6.80, 2.79], [-21.25, -7.71, 3.71], [-20.38, -8.54, 3.06], [-19.59, -9.61, 3.67], [-14.97, -7.69, 0.43], [-16.11, -9.01, 0.21], [-16.04, -8.17, 1.76], [-15.64, -5.44, -0.24], [-18.02, -4.22, -0.84], [-22.21, -7.73, -3.16], [-21.11, -10.18, -3.72], [-18.33, -10.94, -1.93], [-19.78, -11.79, -2.47], [-19.49, -11.53, -0.74], [-22.36, -5.97, 2.90], [-21.46, -7.86, 4.75], [-18.67, -9.21, 4.10], [-19.36, -10.37, 2.92], [-20.19, -10.07, 4.44], [-22.86, -10.11, 0.82], [-24.30, -8.94, 0.49], [-25.22, -8.70, 2.10], [-25.43, -9.82, -0.72], [-23.94, -6.94, -0.42], [-22.76, -10.36, 1.88], [-21.89, -9.75, 0.47], [-23.03, -11.06, 0.28], [-25.49, -9.66, 2.54], [-26.14, -8.16, 1.90], [-24.66, -8.14, 2.86], [-25.83, -10.73, -0.25], [-24.94, -10.14, -1.65], [-26.27, -9.18, -0.97], [-25.80, -3.03, -4.13], [-26.29, -2.46, -2.81], [-25.30, -1.56, -2.09], [-24.08, -2.29, -1.51], [-22.84, -2.07, -2.28], [-22.08, -2.99, -2.90], [-22.34, -4.86, -2.93], [-21.07, -2.32, -3.51], [-20.07, -2.90, -4.43], [-20.37, -2.69, -5.91], [-21.75, -3.15, -6.39], [-22.80, -2.06, -6.39], [-21.18, -0.95, -3.27], [-20.40, 0.12, -3.66], [-20.75, 1.37, -3.16], [-21.86, 1.52, -2.31], [-22.65, 0.45, -1.94], [-22.28, -0.79, -2.46], [-26.58, -3.66, -4.59], [-24.91, -3.66, -3.99], [-25.53, -2.23, -4.84], [-26.57, -3.26, -2.12], [-27.19, -1.87, -2.99], [-25.79, -1.06, -1.25], [-24.96, -0.78, -2.76], [-24.21, -3.38, -1.49], [-23.87, -1.95, -0.49], [-20.04, -3.98, -4.22], [-19.12, -2.48, -4.15], [-19.58, -3.23, -6.46], [-20.20, -1.64, -6.20], [-22.04, -3.97, -5.75], [-21.67, -3.53, -7.41], [-22.96, -1.63, -5.40], [-23.76, -2.46, -6.74], [-22.53, -1.22, -7.06], [-19.54, 0.01, -4.28], [-20.15, 2.22, -3.42], [-22.09, 2.48, -1.91], [-23.50, 0.56, -1.30], [-24.64, -2.21, 3.01], [-24.90, -3.57, 2.71], [-24.04, -4.26, 1.89], [-22.86, -3.66, 1.34], [-21.92, -4.29, 0.46], [-20.88, -3.55, -0.05], [-20.64, -2.22, 0.29], [-21.51, -1.60, 1.13], [-22.63, -2.30, 1.67], [-23.54, -1.59, 2.49], [-25.32, -1.63, 3.61], [-25.79, -4.07, 3.08], [-24.28, -5.28, 1.60], [-20.22, -4.03, -0.78], [-19.82, -1.67, -0.15], [-21.39, -0.56, 1.37], [-23.38, -0.55, 2.68]], "lowdin_charge": [0.4998, -0.0217, -0.1203, -0.0442, -0.1052, 0.0645, -0.4705, 1.1737, -0.4827, -0.0364, -0.1324, -0.0195, -0.1114, -0.0154, -0.4615, 0.0076, -0.0781, -0.0259, -0.1108, -0.0111, 0.0973, 0.0800, 0.0890, 0.1252, 0.0972, 0.0722, 0.1259, 0.0918, 0.0960, 0.0829, 0.0954, 0.1282, 0.1003, 0.0722, 0.0904, -0.1924, 0.0969, -0.2306, -0.2396, 0.4352, 0.0291, -0.0301, 0.0401, 0.0325, 0.0293, 0.0172, 0.0381, 0.0290, 0.0229, -0.0997, -0.2594, -0.1819, -0.1026, 0.0168, -0.6145, 0.7082, -0.0030, -0.1444, -0.1845, -0.2547, -0.1012, -0.1623, 0.0004, -0.0575, -0.0624, 0.0024, -0.1562, 0.0833, 0.0306, 0.0689, 0.1134, 0.1078, 0.1183, 0.1044, 0.0963, 0.1092, 0.0854, 0.1187, 0.1203, 0.1086, 0.0630, 0.1127, 0.0520, 0.0750, 0.0874, 0.1117, 0.1042, 0.1034, 0.1170, -0.0691, -0.0548, -0.0748, -0.1875, -0.1777, -0.1706, -0.0729, -0.0322, -0.1881, -0.0422, 0.1027, 0.1053, 0.0210, 0.0522, 0.1090, 0.1142, 0.1101]}

| no. | E (eV) |
| --- | --- |
| 1 | -11847.268 |
| 2 | -14553.428 |
| 3 | -8294.896 |
| 4 | -18405.335 |
| 5 | -91237.110 |
| 6 | -233439.580 |